# 1
Entry from OMol25: an isolated molecule of C4H6O2 (wB97M-V/def2-TZVPD).

Geometry as ORCA input:
```
! RIJCOSX wB97M-V def2-TZVPD def2/J DEFGRID3
* xyz 0 1
C -0.967 -1.387 0.114
C -0.061 -0.249 0.257
C 0.080 1.727 -0.376
O -0.633 1.041 0.486
C 1.286 -0.185 0.286
O 1.834 0.987 0.096
H -0.357 -2.291 0.052
H -1.644 -1.433 0.967
H -1.563 -1.330 -0.805
H 0.306 2.756 -0.153
H -0.153 1.450 -1.422
H 1.872 -1.087 0.500
*
```

Computed properties:
gap between HOMO and LUMO = 8.6 eV
HOMO = -7.92 eV

***

# 2
Entry from OMol25: a structure of composition C28H26N2ORuSSi (wB97M-V/def2-TZVPD).

Geometry as ORCA input:
```
! RIJCOSX wB97M-V def2-TZVPD def2/J DEFGRID3
* xyz 2 1
Ru -0.325 -0.909 -0.284
S 3.815 -0.581 1.421
C 4.087 -0.983 -0.247
C 5.295 -1.084 -0.933
C 5.247 -1.414 -2.271
C 4.027 -1.645 -2.921
C 2.831 -1.549 -2.242
C 2.869 -1.215 -0.890
N 1.777 -1.064 -0.045
C 2.131 -0.734 1.175
C 1.075 -0.513 2.158
C 1.310 -0.249 3.503
C 0.243 -0.044 4.365
C -1.057 -0.114 3.887
C -1.307 -0.385 2.542
C -0.245 -0.584 1.680
H 6.240 -0.912 -0.436
H 6.169 -1.502 -2.830
H 4.029 -1.909 -3.970
H 1.889 -1.740 -2.744
H 2.325 -0.208 3.881
H 0.425 0.161 5.410
H -1.888 0.039 4.562
H -2.331 -0.429 2.189
C -1.260 -3.089 0.037
Si -2.772 -2.272 -0.760
C -4.325 -2.682 0.145
C -2.884 -2.483 -2.594
N -2.149 -0.584 -0.490
C -2.586 0.690 -0.590
C -3.940 1.066 -0.726
C -4.260 2.397 -0.795
C -3.244 3.365 -0.747
C -1.900 3.034 -0.627
C -1.586 1.695 -0.548
O -0.309 1.192 -0.485
C 0.803 2.051 -0.187
C 1.764 2.185 -1.163
C 2.879 2.957 -0.857
C 2.989 3.559 0.389
C 1.994 3.397 1.345
C 0.876 2.622 1.066
H -1.126 -4.074 -0.422
H -1.421 -3.226 1.106
H -0.166 -2.758 -0.054
H -4.498 -3.760 0.077
H -5.203 -2.193 -0.279
H -4.261 -2.428 1.205
H -3.116 -3.523 -2.836
H -1.949 -2.227 -3.096
H -3.681 -1.861 -3.007
H -4.704 0.300 -0.758
H -5.290 2.710 -0.889
H -3.516 4.410 -0.814
H -1.133 3.794 -0.605
H 1.651 1.709 -2.128
H 3.654 3.092 -1.599
H 3.857 4.164 0.616
H 2.088 3.870 2.313
H 0.095 2.466 1.800
*
```

Computed properties:
gap between HOMO and LUMO (alpha / beta) = 5.3 / 5.3 eV
HOMO (alpha / beta) = -14.03 / -14.03 eV

***

# 3
Entry from OMol25: a cluster of 2 separate species, C2H6N2O in total (wB97M-V/def2-TZVPD).

Geometry as ORCA input:
```
! RIJCOSX wB97M-V def2-TZVPD def2/J DEFGRID3
* xyz 0 1
C 1.411 0.171 -0.090
C -1.366 -0.389 -0.950
N 1.513 1.008 0.764
N -0.433 -0.683 0.127
O -0.764 0.011 1.258
H 2.075 -0.515 -0.600
H -1.142 -1.193 -1.597
H -1.260 0.615 -1.435
H -2.332 -0.409 -0.453
H 2.376 1.457 1.072
H -0.078 -0.072 1.902
*
```

Computed properties:
gap between HOMO and LUMO (alpha / beta) = 8.6 / 8.7 eV
HOMO (alpha / beta) = -7.68 / -7.68 eV

***

Across the entries above, ΔE to the lowest compared entry with this formula, charge and spin takes the values 331.0; 0.0; 552.9 kJ/mol, respectively.
Across the entries above, calculated total energy takes the values -8337.030; -55766.686; -7194.057 eV, respectively.